<i>
The following is a quantum chemistry calculation of the molecule C24H21N3O4, from OMol25.

CARTESIAN COORDINATES (ANGSTROEM)
1 C -2.3448 -2.9773 -3.5518
2 C -1.7215 -2.2418 -2.4300
3 C -1.5500 -0.8544 -2.5065
4 C -0.8385 -0.1977 -1.5060
5 C -0.2981 -0.9624 -0.4814
6 C 0.5926 -0.3641 0.5653
7 C 1.6476 0.6347 -0.0661
8 C 2.6059 1.3345 0.6562
9 N 3.5937 1.8588 -0.1705
10 C 4.7665 2.5976 0.2571
11 C 3.3324 1.4756 -1.4745
12 C 4.1641 1.7014 -2.5714
13 C 3.8833 0.9896 -3.7542
14 C 2.7920 0.1129 -3.7654
15 C 1.9641 -0.0946 -2.6360
16 C 2.1835 0.6123 -1.4531
17 C -0.2119 -0.1182 1.8086
18 C -1.8056 -0.1771 2.1667
19 C -2.3634 -1.4012 2.6451
20 C -3.5072 -1.4393 3.4711
21 C -4.1758 -0.2741 3.8115
22 C -3.6947 0.9295 3.2905
23 N -4.3799 2.1055 3.7481
24 O -4.0384 3.2431 3.3797
25 O -5.3213 1.8921 4.5554
26 C -2.5538 0.9796 2.4641
27 N 0.3611 1.2110 2.3549
28 O 1.2103 1.1070 3.2676
29 O -0.0097 2.2812 1.8516
30 C -0.6109 -2.3069 -0.2982
31 C -1.3055 -2.9630 -1.3053
32 H -2.3986 -4.0376 -3.3187
33 H -3.3467 -2.6036 -3.7575
34 H -1.7508 -2.8528 -4.4550
35 H -1.9177 -0.2809 -3.3645
36 H -0.6732 0.8917 -1.5116
37 H 1.2852 -1.1840 0.8397
38 H 2.6924 1.5539 1.7017
39 H 5.2480 3.0979 -0.5887
40 H 4.4715 3.3264 1.0151
41 H 5.5174 1.9416 0.7129
42 H 5.0266 2.3705 -2.4694
43 H 4.5391 1.1057 -4.6188
44 H 2.5746 -0.4345 -4.6829
45 H 1.1475 -0.8202 -2.6898
46 H 0.0868 -0.9004 2.5202
47 H -1.9125 -2.3676 2.4137
48 H -3.8805 -2.3711 3.9044
49 H -5.0203 -0.2362 4.5062
50 H -2.2533 1.9551 2.0811
51 H -0.3072 -2.8074 0.6324
52 H -1.4945 -4.0410 -1.1934

- SMILES: Cc1ccc([C@@H](c2cn(C)c3ccccc23)[C@H](c2cccc([N+](=O)[O-])c2)[N+](=O)[O-])cc1
- E_LUMO: -0.9 eV
- Spin multiplicity: 1
- Kohn-Sham gap: 6.89 eV
- Net charge: 0
- E_HOMO: -7.834 eV
- Molar mass: 415.449 Da

<ii>
The following is a quantum chemistry calculation of the molecule C24H21N3O4, from OMol25.

CARTESIAN COORDINATES (ANGSTROEM)
1 C -4.8951 2.3816 4.6690
2 C -3.9797 1.9649 3.5290
3 O -4.5371 2.4613 2.3267
4 C -3.8787 2.2117 1.1509
5 C -2.7037 1.5044 1.0175
6 C -2.1277 1.3178 -0.2447
7 C -0.8943 0.5664 -0.3158
8 N -0.2904 0.0152 0.7141
9 C 0.8277 -0.5950 0.2451
10 C 1.7071 -1.3379 1.1366
11 C 1.8054 -0.9498 2.4712
12 C 2.6359 -1.6324 3.3386
13 C 3.3744 -2.7144 2.8882
14 C 3.2666 -3.1192 1.5679
15 C 2.4365 -2.4406 0.6962
16 C 0.9135 -0.4105 -1.1296
17 C 1.9487 -0.7809 -2.0811
18 C 3.2780 -0.5811 -1.7144
19 C 4.2993 -0.9226 -2.5844
20 N 5.6662 -0.7129 -2.1873
21 O 5.8702 -0.2008 -1.1069
22 O 6.5356 -1.0609 -2.9594
23 C 4.0226 -1.4598 -3.8375
24 C 2.7060 -1.6600 -4.1959
25 C 1.6580 -1.3361 -3.3387
26 C 0.2508 -1.6162 -3.7693
27 N -0.1997 0.3206 -1.4621
28 C -2.7520 1.8511 -1.3676
29 C -3.9318 2.5612 -1.2378
30 C -4.5043 2.7498 0.0082
31 O -5.6604 3.4467 0.1290
32 H -4.4970 2.0159 5.6107
33 H -5.8898 1.9695 4.5199
34 H -4.9702 3.4651 4.7119
35 H -2.9745 2.3823 3.6724
36 H -3.9025 0.8710 3.4793
37 H -2.1931 1.0740 1.8621
38 H 1.2236 -0.1054 2.8070
39 H 2.7111 -1.3197 4.3699
40 H 4.0280 -3.2451 3.5647
41 H 3.8304 -3.9711 1.2164
42 H 2.3416 -2.7750 -0.3269
43 H 3.5198 -0.1622 -0.7497
44 H 4.8352 -1.7142 -4.4993
45 H 2.4784 -2.0873 -5.1613
46 H 0.2291 -2.4627 -4.4518
47 H -0.3860 -1.8384 -2.9158
48 H -0.1660 -0.7592 -4.3006
49 H -0.4115 0.6723 -2.3799
50 H -2.3322 1.7202 -2.3536
51 H -4.4272 2.9803 -2.0988
52 H -5.8951 3.4684 1.0678

- SMILES: CCOc1cc(-c2nc(-c3ccccc3)c(-c3cc([N+](=O)[O-])ccc3C)[nH]2)ccc1O
- E_LUMO: -0.4 eV
- Spin multiplicity: 1
- Kohn-Sham gap: 7.10 eV
- Net charge: 0
- E_HOMO: -7.534 eV
- Molar mass: 415.449 Da

Q: Which of them is the least stable? A: <i>.

<i>
The following is a quantum chemistry calculation of the ion C3H7BrNO with charge +1, from OMol25.

CARTESIAN COORDINATES (ANGSTROEM)
1 Br -2.0590 -1.0872 1.1909
2 C -0.1495 -1.0660 0.8045
3 N -0.1416 -0.8091 -0.6924
4 C 0.2326 0.6513 -0.8408
5 C 0.3568 1.1932 0.5637
6 O 0.4994 -0.0342 1.3816
7 H 0.3184 -1.9731 0.9612
8 H -1.0336 -0.8990 -1.2478
9 H 0.5696 -1.3895 -1.2846
10 H -0.4604 1.0557 -1.5574
11 H 1.1806 0.9412 -1.3261
12 H 1.1554 1.8141 0.9398
13 H -0.4686 1.6026 1.1075

- SMILES: Br[C@H]1[NH2+]CCO1
- E_LUMO: -3.8 eV
- Spin multiplicity: 1
- Kohn-Sham gap: 11.21 eV
- Net charge: +1
- E_HOMO: -15.036 eV
- Molar mass: 152.999 Da

<ii>
The following is a quantum chemistry calculation of a cluster of 2 separate species, C3H7BrNO in total, from OMol25.

CARTESIAN COORDINATES (ANGSTROEM)
1 C 1.2651 1.3575 0.4189
2 C -0.1937 1.2444 0.1537
3 C -1.1758 -0.6164 0.5476
4 N -0.7004 -1.2141 -0.6911
5 O 0.7083 1.0176 -0.8491
6 Br -3.0352 -0.3333 0.7444
7 H 1.7152 2.2957 0.3713
8 H 1.8990 0.5713 0.8856
9 H -0.8534 2.0702 -0.1237
10 H -0.6130 -1.0385 1.2925
11 H -0.4656 -2.1460 -0.4403
12 H 0.1909 -0.4652 -0.9772
13 H -1.3455 -1.3331 -1.5089

- E_LUMO: -3.5 eV
- Spin multiplicity: 1
- Kohn-Sham gap: 10.67 eV
- Net charge: +1
- E_HOMO: -14.187 eV
- Molar mass: 152.999 Da

Q: Which of them is the least stable? A: <ii>.

<i>
The following is a quantum chemistry calculation of a cluster of 2 separate species, C3H9N2O2 in total, from OMol25.

CARTESIAN COORDINATES (ANGSTROEM)
1 C 1.9746 0.8562 0.7913
2 N 0.9941 1.1133 1.6626
3 O 1.8076 0.2311 -0.3335
4 H 3.0494 1.0606 1.0107
5 H -0.7699 0.3758 1.7899
6 H 1.3438 1.6791 2.4438
7 C -1.0060 -0.9573 0.3354
8 O -1.5427 -0.1742 1.4451
9 C -1.2375 -0.2852 -1.0333
10 N -0.2538 -0.6635 -2.0635
11 H 0.1096 -0.9809 0.4679
12 H -1.5316 -1.9227 0.3808
13 H -2.2667 -0.4570 -1.3392
14 H -1.1372 0.7788 -0.8516
15 H -0.2530 -0.1056 -2.9374
16 H 0.7193 -0.5485 -1.7690

- E_LUMO: 4.4 eV
- Spin multiplicity: 1
- Kohn-Sham gap: 8.54 eV
- Net charge: -1
- E_HOMO: -4.145 eV
- Molar mass: 105.117 Da

<ii>
The following is a quantum chemistry calculation of a cluster of 2 separate species, C3H9N2O2 in total, from OMol25.

CARTESIAN COORDINATES (ANGSTROEM)
1 O 2.0449 0.6427 0.4896
2 C 1.7687 0.3570 1.6784
3 O 0.6429 0.0006 2.1713
4 H 2.7416 0.3752 2.3422
5 C -0.0947 -1.4627 -0.5644
6 N -0.8328 -0.4790 -1.3857
7 C -0.7109 0.8950 -0.8861
8 N -1.2967 1.0689 0.4151
9 H -0.0879 -2.3992 -1.0958
10 H 0.9348 -1.1801 -0.2666
11 H -0.6826 -1.6303 0.3548
12 H -0.5016 -0.5356 -2.3751
13 H -1.2505 1.4820 -1.6429
14 H 0.3103 1.2838 -0.8093
15 H -2.2635 0.8332 0.3869
16 H -0.7222 0.7486 1.1874

- E_LUMO: 4.3 eV
- Spin multiplicity: 1
- Kohn-Sham gap: 8.48 eV
- Net charge: -1
- E_HOMO: -4.212 eV
- Molar mass: 105.117 Da

Q: Which of them is the least stable? A: <i>.